Computed, not measured: a single C6H11NO2 molecule, with ωB97M-V/def2-TZVPD.

Values from the calculation:
HOMO level: -8.904 eV
Gap between HOMO and LUMO: 0.3306 Eh
Strongest force on any atom: 0.121 hartree/bohr
Spin multiplicity: 1
Molecular weight: 129.2 g/mol
Structure (SMILES): C=C[C@H](N)CCC(=O)O
Relative energy (zero: lowest compared OMol25 entry of this formula, charge and spin): 6.044 eV
Net charge: 0

Element x y z (Å)
1 C -1.2028 0.6257 0.0776
2 C -0.0649 0.4644 1.0758
3 C 0.9255 -0.7013 0.5619
4 C 1.9179 -0.0421 -0.5181
5 C -1.1723 -0.5388 -0.8216
6 C -1.9536 -1.6398 -0.6717
7 H -0.1067 2.2213 -0.5763
8 H -1.7607 2.7517 0.1773
9 H -2.1767 0.4415 0.3232
10 H 0.4961 1.3940 1.2457
11 H -0.4172 0.1901 2.2302
12 H 0.4083 -1.7606 0.3341
13 H 1.6890 -1.2355 1.3449
14 H 4.2476 0.2140 -0.2902
15 H -0.3902 -0.8669 -1.6758
16 H -2.4636 -1.6442 0.2214
17 H -1.6695 -2.6083 -1.2561
18 N -1.1522 2.1103 -0.4388
19 O 3.2194 -0.3366 -0.1354
20 O 1.6264 0.9610 -1.2079

Formally, the natural (NBO) partial charges of the atoms, in units of the elementary charge, are as follows: atom 1 (C): -0.1551, atom 2 (C): -0.4036, atom 3 (C): -0.5523, atom 4 (C): 0.8031, atom 5 (C): -0.1358, atom 6 (C): -0.4350, atom 7 (H): 0.3950, atom 8 (H): 0.3829, atom 9 (H): 0.2136, atom 10 (H): 0.2326, atom 11 (H): 0.2242, atom 12 (H): 0.2780, atom 13 (H): 0.2573, atom 14 (H): 0.5370, atom 15 (H): 0.2127, atom 16 (H): 0.1763, atom 17 (H): 0.2098, atom 18 (N): -0.8729, atom 19 (O): -0.7617, atom 20 (O): -0.6060